235
Properties=species:S:1:pos:R:3:forces:R:3:mulliken_charge:R:1 method="wB97M-V/def2-TZVPD" fmax_ev_per_a=5.3 spin_multiplicity=1 e_homo_ev=-8.48 homo_lumo_gap_ha=0.32456
O -19.3491 10.0295 -9.0915 0.30 -0.23 0.99 -0.18
H -20.4995 15.7725 -12.4054 -0.06 -0.49 -0.03 -0.03
H -21.2178 20.0524 -15.3991 -0.11 0.08 0.43 0.16
N -29.5536 13.5076 -12.3842 -1.45 0.64 0.79 0.83
H -27.8964 12.5099 -10.3013 0.73 -0.58 0.26 -0.31
C -20.6165 11.3595 -10.7106 0.33 0.57 -0.70 -0.41
H -21.4280 7.9708 -12.8063 -0.27 -0.02 -0.06 0.14
H -20.1740 9.2588 -10.7804 0.03 -0.31 -0.36 0.09
H -25.9198 15.7069 -10.9058 0.47 0.01 0.15 -0.29
H -30.9074 4.6711 -8.3281 -0.17 0.61 -0.21 0.19
H -18.3360 8.6667 -7.7289 -0.80 0.38 0.04 0.25
C -18.5045 8.8915 -8.7820 0.00 0.76 -1.75 -0.89
Cl -25.7811 10.6913 -11.3204 -0.04 0.07 0.26 0.68
C -21.5771 17.2761 -10.4564 -0.42 -0.15 0.31 -0.47
O -28.8155 15.4671 -18.0172 0.62 -1.15 -0.33 -0.24
O -29.2792 10.9641 -14.2160 -0.83 1.17 -0.07 -0.44
C -25.6363 17.3603 -3.9002 0.86 -1.10 -0.40 -0.58
H -33.6888 0.7114 -7.4671 -0.16 0.00 -0.09 0.27
H -20.9484 20.1812 -17.0703 -0.10 0.32 -0.51 0.32
H -22.9153 13.3358 -13.7796 -0.19 -0.46 -0.61 0.28
H -21.3366 15.6147 -14.6416 -0.42 -0.10 -0.19 0.42
H -24.9501 1.8391 -6.8433 0.24 0.09 -0.20 0.14
C -19.6310 10.1588 -10.4915 -0.86 0.71 0.96 -0.40
H -24.3390 12.8242 -12.8226 0.43 0.19 0.38 -0.03
H -27.4738 15.0645 -8.3486 0.36 0.51 0.22 0.78
H -29.0743 13.4169 -9.7155 -0.87 0.11 0.51 0.06
H -26.1981 9.2854 -19.0799 -0.28 -0.24 0.54 0.24
Cl -23.4149 6.7703 -12.3877 0.12 -0.14 0.07 -0.05
C -22.2571 9.9340 -5.9396 0.18 0.11 -0.12 0.03
C -17.4862 16.2430 -11.1103 0.54 -0.68 -1.02 -0.90
H -27.5331 16.0190 -19.5470 0.13 -0.23 -0.20 0.34
H -26.6794 6.8350 -15.5759 0.08 0.45 0.36 0.29
O -26.6690 8.3396 -16.7068 -0.76 -0.77 -0.26 -0.78
H -30.1945 3.2141 -7.9730 0.09 -0.44 0.63 0.42
H -28.7071 13.5449 -12.9340 0.07 0.25 -0.18 -0.44
H -27.3174 18.3978 -10.4091 -0.26 -0.81 -0.30 0.32
O -26.2899 4.5629 -13.3622 -0.74 2.98 -1.06 -0.73
Cl -23.1601 9.5126 -13.2525 0.43 -0.34 -0.04 -0.01
C -20.2253 17.6692 -16.0912 0.46 0.04 0.17 -0.72
H -24.5204 -1.8086 -8.5045 0.45 0.42 0.13 0.31
C -25.4003 18.1291 -9.3632 -1.35 0.79 -0.90 1.06
H -18.6926 10.2468 -11.0389 -0.06 0.17 -0.30 0.33
H -29.8531 7.6012 -4.9348 0.36 0.39 0.11 0.52
H -24.0728 9.5953 -16.1017 0.07 -0.17 -0.20 0.50
C -27.5187 8.2041 -5.3396 1.46 -0.93 0.72 -0.70
H -27.4839 3.9880 -5.2045 0.17 0.04 0.13 0.38
C -33.8011 1.7921 -7.3807 0.10 -0.43 -0.26 -0.79
Cl -23.9434 13.8646 -4.0775 0.26 -0.22 -0.16 -0.10
H -20.2684 18.2064 -14.1603 0.50 0.40 0.27 0.25
H -17.5139 9.0795 -9.1960 0.27 0.07 -0.10 0.34
H -30.1423 8.9066 -8.8427 -0.31 0.15 -0.30 0.44
C -24.8556 18.9561 -7.2099 -0.04 -0.25 0.73 -0.56
C -30.7556 4.0065 -7.4776 -1.52 -0.46 -1.46 -0.48
H -26.6449 4.8804 -9.6292 0.21 0.42 -0.38 0.46
C -19.0958 18.6812 -16.4485 -0.73 0.84 0.33 -0.61
Cl -23.6704 12.4244 -10.3420 0.03 0.54 -0.06 0.70
H -28.6916 7.9802 -9.0125 0.80 0.63 -0.25 0.01
H -23.8717 18.7370 -7.6249 0.59 -0.21 0.56 0.17
H -29.0479 4.5177 -6.6547 0.17 0.02 -0.01 -0.08
H -25.0726 11.0043 -16.1448 0.04 0.12 0.03 -0.01
H -19.3668 12.5774 -8.9107 0.60 -0.20 -0.35 0.45
H -27.5992 10.1664 -13.4321 0.10 -0.54 0.41 -0.06
H -32.9208 4.2306 -6.9930 -0.10 0.18 -0.10 0.34
H -28.1565 9.4067 -14.9440 0.22 0.50 -0.31 0.35
H -24.9525 -0.7427 -6.3469 0.44 0.40 0.57 0.45
C -25.4845 -1.3595 -8.7429 -0.92 -0.12 1.00 -0.81
C -25.7927 -0.1213 -6.6568 -0.14 0.63 -0.43 -0.85
N -27.6050 12.9909 -8.2257 0.75 -0.32 -0.33 0.18
C -28.6675 14.0207 -18.1095 -1.05 -0.22 0.27 -0.54
H -26.5744 12.7554 -13.6663 0.04 -0.53 0.21 -0.14
C -30.3044 6.0458 -6.2579 0.38 -0.50 0.77 -0.52
H -26.1581 7.2124 -12.1615 -0.08 -0.55 0.02 0.06
H -34.1941 1.9888 -6.3832 0.76 0.31 0.47 0.34
H -27.3645 2.2837 -7.0604 -0.10 -0.54 -0.25 0.32
O -24.5920 15.2453 -8.2407 0.59 -0.21 -0.27 0.75
C -20.5454 20.5225 -16.1167 -0.81 -0.71 -0.24 -0.64
O -18.5786 15.3957 -10.8208 -0.81 -1.55 1.01 -0.13
H -28.0485 13.1774 -15.4871 -0.32 0.55 -0.06 0.13
Cl -22.6667 4.4530 -7.7600 0.57 0.40 -0.72 -0.07
H -20.4383 13.3218 -11.5822 -0.28 -0.33 0.15 0.23
H -18.9083 8.0548 -9.3521 0.09 -0.41 0.44 0.32
H -22.6676 14.3402 -8.1562 -0.22 -0.25 -0.17 -0.21
H -27.2350 7.6243 -13.4761 0.14 0.69 0.21 -0.73
O -32.5341 2.3374 -7.7451 -0.89 -0.32 -0.56 -0.33
O -27.5126 4.2778 -7.9402 0.29 -0.83 1.97 -0.14
Cl -19.7661 4.4315 -8.0060 -0.49 -0.03 -0.54 -0.13
C -30.1631 14.8604 -12.2762 1.16 0.50 -0.19 -1.17
Cl -23.5517 8.7639 -5.9122 -0.55 -0.22 0.14 0.00
N -26.9505 2.1597 -6.1475 0.61 -0.41 0.90 -0.45
H -26.6741 -0.5681 -6.1968 -0.43 -0.14 -0.21 0.36
H -26.3162 14.3610 -14.2233 -0.49 0.38 -0.17 -0.28
H -26.7081 14.7055 -16.6698 0.21 0.54 -0.39 0.41
H -24.5986 16.9971 -6.3319 0.04 -0.28 0.08 -0.36
C -24.8576 11.2052 -9.9061 0.04 0.18 0.28 -0.81
H -21.3278 11.4490 -9.8895 0.17 -0.61 0.40 0.11
H -24.7809 19.8804 -6.6369 -0.04 -0.08 0.20 0.52
N -26.4951 13.7519 -16.9257 -0.97 -1.23 0.84 -0.25
C -26.2572 18.4133 -10.6618 1.81 -0.15 1.26 -0.87
H -16.8153 16.6121 -10.3346 -0.51 -0.22 0.88 0.36
H -29.2367 13.5883 -18.9323 -0.21 0.42 -0.45 0.52
H -28.3648 5.1692 -9.6093 -0.25 -0.37 0.36 0.30
H -28.9073 9.2262 -7.6740 0.04 -1.00 0.38 0.14
H -22.3553 16.5214 -10.3429 -0.09 -0.20 0.40 0.06
O -25.3423 18.2831 -4.9183 -0.96 1.20 -0.03 -0.46
H -21.5713 9.5361 -6.6876 0.17 0.60 0.14 -0.04
H -26.2173 -2.0906 -8.4013 -0.22 -0.42 -0.45 0.32
C -25.7089 1.3722 -6.2154 0.19 -1.12 0.17 -0.23
H -26.5516 16.7688 -3.8761 -0.89 0.54 -0.88 0.26
N -30.0245 4.6237 -6.4201 0.60 0.41 0.25 -0.17
C -26.1992 13.3189 -14.5206 0.45 0.72 0.13 0.54
H -21.2487 11.1785 -11.5799 0.14 -0.42 -0.12 0.26
C -26.5452 5.7365 -13.8074 1.31 -4.54 2.46 0.36
H -27.3289 6.2034 -8.6262 0.15 0.18 0.06 0.28
Cl -24.0238 9.8613 -9.1421 -0.15 -0.46 -0.13 0.19
Cl -26.1146 13.6974 -2.2940 -0.15 -0.37 0.45 -0.12
H -28.6582 17.2248 -19.0471 -0.29 -0.07 0.17 0.28
H -28.2022 13.1652 -7.4300 -0.10 -0.16 0.11 0.36
H -29.5239 11.4038 -8.0058 0.18 -0.30 0.51 0.47
H -22.7164 16.0975 -7.9822 -0.25 0.07 -0.46 0.23
Cl -26.2477 12.2183 -4.7484 0.41 -0.36 0.23 -0.03
H -28.5507 16.7228 -15.6991 0.15 0.18 -0.20 0.13
H -27.8973 6.6261 -12.3047 0.42 -0.64 0.34 0.24
H -29.6903 15.3605 -11.4310 0.50 0.33 -0.22 0.15
C -27.2781 13.3955 -18.1250 1.44 1.78 0.43 -0.50
C -30.0351 15.7239 -13.5466 0.90 -0.22 1.11 -0.75
H -21.1854 17.9955 -16.4910 -0.47 0.77 0.58 0.39
C -25.1693 12.7465 -3.4417 -0.03 1.00 -0.34 -0.18
H -24.9200 13.3817 -7.4170 -0.33 -0.55 -0.58 -0.10
Cl -22.1469 7.3041 -14.9349 -0.05 0.21 0.15 -0.13
C -23.2463 15.1724 -7.7555 -0.34 0.48 0.31 -0.69
H -20.3836 13.8812 -9.2399 -0.23 0.52 0.03 -0.43
H -30.3294 6.6020 -7.1950 0.07 0.13 -0.39 0.22
C -28.5653 16.1531 -19.2234 0.54 0.24 0.02 -0.86
C -19.5626 13.3192 -9.6850 -0.97 0.69 -1.45 0.40
H -24.0480 14.5178 -13.2688 -0.55 0.30 -0.19 -0.13
C -25.4609 14.3031 -7.6325 -1.40 0.68 0.35 -0.51
C -25.9479 9.2709 -17.0142 -0.51 -1.13 1.54 0.44
C -30.5414 12.6662 -13.0153 -0.77 0.64 -0.67 -0.75
C -26.6388 3.5498 -5.7355 -0.05 -0.40 -2.40 -0.97
H -27.4146 16.3563 -11.4384 -0.28 -0.19 -0.64 0.44
N -20.0094 12.6744 -10.9364 1.24 -0.74 1.17 -0.06
H -25.7331 14.6805 -6.6468 0.03 0.12 0.40 0.21
H -29.2414 15.8591 -20.0261 -0.13 -0.12 -0.03 0.31
C -23.9819 13.4854 -13.6121 -1.27 -0.73 0.00 -0.13
H -25.4923 11.6733 -9.1536 -0.34 -0.29 -0.25 -0.36
H -25.3590 9.7369 -14.9610 -0.48 -0.23 -0.34 -0.34
H -22.3217 17.1164 -14.5012 -0.21 0.02 -0.09 0.49
C -26.9465 6.8176 -12.8022 -0.64 1.01 -2.32 0.55
H -28.9335 17.7962 -14.3373 0.21 0.21 0.05 0.49
H -25.5648 -1.1812 -9.8152 -0.03 0.02 0.19 0.23
H -19.0533 18.9497 -17.5041 0.36 -1.44 -0.49 0.44
C -25.3140 17.8157 -6.2532 0.28 0.27 -0.31 0.44
O -24.8172 13.1460 -14.7382 1.32 -0.07 -0.17 -0.68
H -27.6160 8.2283 -4.2542 -0.66 0.28 0.19 0.42
H -26.4550 14.2294 -9.4916 -0.31 -0.28 -0.27 -0.28
Cl -21.2044 6.7004 -9.0956 -0.48 -1.20 -0.11 0.01
H -25.6193 17.1513 -8.9341 -0.33 0.22 0.23 -0.49
H -26.2869 17.4405 -6.5707 -0.28 -0.01 -0.03 0.25
H -31.4820 12.7279 -12.4679 0.08 -0.04 0.47 0.45
O -25.7949 -0.1542 -8.0658 0.07 0.65 -0.93 -0.23
H -21.9065 18.1864 -9.9555 -0.31 0.27 -0.46 0.36
H -26.6419 13.7727 -18.9257 -0.41 0.22 -0.56 0.38
C -25.1076 9.9238 -16.0050 1.19 1.23 0.78 -0.01
H -29.0508 9.0202 -13.5840 0.10 0.04 0.79 0.69
H -30.3932 16.7162 -13.2724 -0.16 0.24 -0.14 0.59
H -27.2099 12.3148 -18.2501 -0.78 -0.07 0.15 0.25
H -30.6356 15.3522 -14.3768 0.05 -0.13 -0.21 0.29
C -28.3135 16.9606 -14.6621 -0.48 -1.32 0.46 -1.04
C -26.3619 16.2904 -11.7133 0.41 0.51 0.69 1.01
H -20.1880 16.7604 -16.6917 1.04 -0.31 0.09 0.48
C -29.2084 11.3453 -9.0475 -1.10 -0.54 -0.38 -1.17
C -26.8257 14.1962 -8.4671 1.82 -0.25 0.02 -0.98
H -25.2929 1.3063 -5.2101 -0.06 0.32 0.22 0.46
C -28.4739 9.8469 -13.9987 -0.12 -0.39 -0.46 -0.71
H -23.2088 15.1386 -6.6667 -0.23 -0.32 0.24 0.33
H -18.0768 14.6723 -8.9992 0.17 -0.22 0.38 0.43
H -26.2557 5.2474 -15.7965 0.16 -0.39 0.75 0.26
N -26.3887 5.9833 -15.1176 -0.54 0.91 -0.60 -0.21
C -27.0094 13.0015 -15.7652 0.47 -0.12 0.58 -0.73
H -17.5377 13.5592 -10.2407 0.14 0.24 -0.62 0.35
H -18.1688 18.3904 -15.9543 0.09 -0.36 -0.65 0.29
O -21.3926 17.4912 -11.8268 0.08 0.58 -0.99 -0.52
H -26.1376 15.7723 -12.6457 -0.42 0.25 0.01 -0.68
C -32.1462 3.4643 -7.0257 1.57 -0.02 1.05 -0.64
H -26.1756 5.3358 -6.7055 0.24 0.41 -0.64 0.39
C -21.4022 16.6114 -14.2053 0.88 -0.42 1.56 -1.18
H -24.6242 11.9389 -2.9530 -0.49 -0.06 -0.17 0.39
H -29.7591 10.8778 -12.2086 0.40 0.27 0.35 -0.02
H -30.1461 11.2830 -9.5998 -0.30 0.45 -0.25 0.36
H -25.3002 20.1118 -8.6531 -0.27 0.04 -1.01 0.29
N -20.1842 17.3228 -14.6423 -1.04 0.57 -0.55 -0.29
H -27.8131 9.1466 -5.8013 -0.34 -0.16 -0.13 0.25
H -29.2147 13.7108 -17.2191 0.20 -0.26 0.10 0.16
C -28.4451 12.5993 -9.3638 0.42 0.45 -0.37 0.39
C -30.1970 11.2478 -13.1356 1.15 -2.17 -0.21 -0.34
C -29.3187 6.7211 -5.2924 -1.12 -0.74 -0.16 -0.90
C -21.4139 16.3168 -12.6414 0.66 0.87 -0.96 0.62
O -19.2386 20.0457 -15.9728 -0.32 0.16 1.26 -0.36
H -31.9031 3.1242 -6.0191 -0.44 0.22 0.56 0.34
H -24.3444 18.0495 -9.6218 0.28 0.30 -0.27 -0.14
H -25.2582 10.5324 -18.4052 -0.03 -0.17 0.03 0.22
H -17.8525 17.1109 -11.6586 -0.34 -0.09 0.14 0.23
C -21.2866 4.9029 -8.8363 0.11 0.44 1.25 -0.15
H -31.0499 10.5780 -13.2452 -0.51 0.27 -0.36 0.39
H -34.6270 2.1166 -8.0137 0.20 0.16 -0.55 0.29
O -28.6404 15.7914 -13.8541 -0.35 0.85 -0.48 0.34
C -18.3649 14.2018 -9.9393 0.84 1.91 0.47 -1.09
H -24.9074 16.5652 -4.0572 0.50 -0.19 0.91 0.18
H -30.8192 13.0976 -13.9770 -0.05 -0.28 -0.62 0.22
H -26.4385 8.0740 -5.4063 0.15 0.33 -0.59 -0.09
H -27.0540 11.9269 -15.9422 0.56 -0.12 -0.28 0.40
H -16.8210 15.7182 -11.7960 0.22 -0.09 -0.24 0.33
O -28.5209 10.1544 -9.3622 0.82 -1.20 -0.43 0.10
N -25.6808 19.2155 -8.3851 -0.02 -1.27 0.43 -0.56
O -25.8139 17.6133 -11.7789 -0.98 0.50 0.76 -0.48
C -27.4707 5.1844 -8.9860 0.88 0.32 -0.77 -1.18
H -22.3192 15.7441 -12.4399 -0.08 -0.21 0.18 -0.02
C -22.4054 7.8916 -13.2822 -0.02 0.26 0.01 0.01
H -26.0879 19.4815 -10.7970 0.31 -0.02 -1.00 0.40
H -21.4032 4.3441 -9.7648 0.13 0.42 0.11 0.31
Cl -21.4548 9.9993 -4.3596 0.02 0.03 -0.22 -0.15
C -29.0606 8.9634 -8.7206 -0.62 2.12 0.72 -0.67
H -31.2052 14.9291 -11.9641 -0.26 -1.03 -0.20 0.66
Cl -22.8375 11.5614 -6.3896 0.31 -0.52 0.05 0.11
H -25.4861 3.8747 -7.5526 0.05 0.15 -0.15 0.38
C -26.3471 4.3162 -7.0507 -1.36 0.61 0.56 -0.30
O -28.0663 7.0089 -5.8610 -0.23 0.84 -0.59 0.29
H -20.6794 21.6011 -16.0345 0.69 -0.04 0.03 0.29
H -29.1322 6.0497 -4.4543 -0.28 -0.06 0.31 0.31
H -25.6944 3.6540 -5.2014 -0.21 -0.35 0.53 0.44
H -31.2960 6.1120 -5.8103 -0.14 0.26 0.05 0.50
H -27.2514 17.1608 -14.5206 -0.11 0.06 -0.04 0.23
H -20.6920 17.0117 -9.8779 0.42 -0.56 -0.44 0.25
H -25.6129 17.8388 -2.9212 0.56 0.14 -0.23 0.32
N -25.8493 9.7298 -18.2427 0.70 1.46 -2.28 -0.31